[1]
The following is a DFT calculation (ωB97M-V with the def2-TZVPD basis set) of a gas-phase ion, C7H9N2 (charge +1).

XYZ file:
```
18
Properties=species:S:1:pos:R:3:nbo_charge:R:1
C -2.7283 -1.2750 -0.2423 -0.433
C -2.1958 -1.7935 0.8965 0.047
C -1.8479 -0.8344 -1.1972 0.203
C 1.6512 0.6892 -1.5846 0.568
C -0.7779 -1.4583 1.3208 -0.481
C -0.3908 -0.1363 0.7153 -0.240
C 2.5091 1.7117 -2.0306 -0.759
N 0.5757 0.2063 -1.3803 -0.029
N -0.5103 -0.2718 -0.7219 -0.276
H -3.6507 -1.3159 -0.7618 0.276
H -2.6005 -2.5806 1.4607 0.226
H -0.7381 -1.2748 2.4620 0.274
H -0.2392 -2.3310 0.8298 0.259
H -0.8966 0.7507 1.1952 0.232
H 0.6572 0.0188 0.9134 0.210
H 3.0439 1.3485 -2.9213 0.319
H 3.3585 1.7649 -1.4177 0.299
H 1.8987 2.6790 -1.9976 0.306
```

Calculated values
Strongest force on any atom ... 6.71 eV/Å
Charge ... +1
Gap between HOMO and LUMO (spin up / spin down) ... 7.54 / 7.54 eV
Spin multiplicity ... 1
Relative energy (zero: lowest compared OMol25 entry of this formula, charge and spin) ... 710.2 kJ/mol
Highest occupied orbital energy (spin up / spin down) ... -0.45469 / -0.45464 Ha

[2]
The following is a DFT calculation (ωB97M-V with the def2-TZVPD basis set) of a molecular structure, C27H41Cl3N3O3PdSi.

XYZ file:
```
79
Properties=species:S:1:pos:R:3:lowdin_spin:R:1
C -2.1285 -2.5529 -4.4793 0.000
C -1.3876 -2.7742 -3.1880 0.000
H -1.9310 -3.3708 -5.1904 0.000
H -1.8359 -1.6083 -4.9475 0.000
H -3.2250 -2.5783 -4.3821 0.000
C -0.9072 -4.0372 -2.9596 0.000
C -0.9931 -5.2022 -3.9320 0.000
H -0.3729 -4.2921 -2.0591 0.000
H -0.3689 -5.0820 -4.8288 0.000
H -1.9931 -5.5098 -4.2872 0.000
H -0.6339 -6.1267 -3.4502 0.000
Pd 0.4899 2.6442 1.2778 1.285
Cl -1.9649 2.1091 1.5487 0.227
Cl 1.1667 4.5712 0.1326 0.118
H 1.3729 6.4240 3.9382 0.000
H -1.6244 6.7984 3.7441 0.000
C 1.1686 6.1005 2.9169 0.000
C -1.3059 6.4827 2.7383 0.000
N -0.1713 5.5698 2.8064 -0.005
H 1.8707 5.3141 2.6290 0.000
C -0.3611 4.2664 3.0443 0.005
O 0.5273 3.5025 3.4799 0.057
H -2.1420 5.9717 2.2431 0.000
H -1.3763 3.8869 2.8857 0.000
H 1.2737 6.9320 2.2340 0.000
H -1.0287 7.3725 2.1761 0.000
H 2.4055 -0.1561 -2.9022 0.000
H 2.7976 -2.8689 -2.1649 0.000
C 3.3714 -0.2213 -2.3838 0.000
C 3.4623 -2.4850 -1.3844 0.000
N 3.2605 -1.0624 -1.2165 0.001
H 3.6725 0.7888 -2.1055 0.000
C 3.0562 -0.5237 0.0272 0.001
O 3.1778 0.6418 0.3303 0.003
H 3.2268 -2.9869 -0.4438 0.000
H 2.7553 -1.2974 0.7674 0.000
H 4.1001 -0.6595 -3.0704 0.000
H 4.4938 -2.7175 -1.6705 0.000
O -0.4699 -0.4524 -2.5805 0.014
C -1.3859 -1.5702 -2.1897 0.001
C 0.1802 -2.5352 -0.4044 0.002
C -1.0725 -2.0154 -0.7516 0.002
H 1.0001 -2.5087 -1.1286 0.000
C 0.3502 -3.1498 0.8553 0.000
H -2.4212 -1.1772 -2.2317 0.000
C -2.1248 -2.0127 0.1704 0.001
H 1.2970 -3.6470 1.1062 0.000
C -0.7323 -3.1816 1.7500 0.000
C -1.9586 -2.6042 1.4261 0.000
H -3.0815 -1.5954 -0.1220 0.000
H -0.6127 -3.6713 2.7155 0.000
H -2.8104 -2.6404 2.1061 0.000
Si -0.4912 1.1695 -2.8559 0.007
Cl 0.3767 1.1075 -0.2437 0.186
C 1.1057 2.1633 -3.2360 0.001
C -1.4124 2.8864 -2.3271 -0.001
C -1.5782 1.0484 -4.4126 0.000
H 1.8716 2.2402 -2.4531 0.000
H 0.8976 3.2132 -3.4675 0.000
H 1.6212 1.7571 -4.1222 0.000
H -1.0593 0.3890 -5.1192 0.000
H -1.8060 2.0053 -4.8855 0.000
H -2.5107 0.5185 -4.1669 0.000
H -1.8192 2.9724 -1.3184 -0.001
H -2.2542 3.1249 -3.0034 0.000
H -0.7522 3.7736 -2.3817 0.000
N 0.5055 1.0474 2.3853 0.087
C 0.2599 0.1040 3.0374 0.009
C 0.0811 -0.8309 4.0638 0.000
C -1.1943 -1.0188 4.6108 0.000
C -1.3306 -1.6643 5.8372 0.000
C -0.2056 -2.1616 6.5016 -0.001
C 1.0464 -2.0781 5.8874 0.000
C 1.1864 -1.4583 4.6523 -0.001
H -2.0499 -0.5982 4.0844 0.000
H -2.3127 -1.7409 6.2950 0.000
H -0.3099 -2.6210 7.4853 0.000
H 1.9241 -2.4657 6.3999 0.000
H 2.1551 -1.3847 4.1574 0.000
```

Calculated values
Strongest force on any atom ... 6.47 eV/Å
Charge ... -1
Gap between HOMO and LUMO (spin up / spin down) ... 6.21 / 7.39 eV
Spin multiplicity ... 3
Relative energy (zero: lowest compared OMol25 entry of this formula, charge and spin) ... 129.1 kJ/mol
Highest occupied orbital energy (spin up / spin down) ... -0.14335 / -0.18656 Ha

[3]
The following is a DFT calculation (ωB97M-V with the def2-TZVPD basis set) of a single C4H6N2O molecule.

XYZ file:
```
13
Properties=species:S:1:pos:R:3:nbo_charge:R:1
H 2.5952 0.0403 0.3156 0.347
N 2.0053 0.8705 0.3254 -0.681
C 0.7927 0.5201 0.4602 0.383
N -0.2954 1.3867 0.3428 -0.592
C -1.1697 0.6885 -0.6108 -0.235
C -0.9486 -0.7658 -0.2575 -0.294
C 0.1876 -0.8432 0.4396 0.246
O 0.8809 -1.8800 0.9557 -0.652
H 0.0056 2.3050 0.0349 0.384
H -0.7745 0.8503 -1.6269 0.186
H -2.2068 1.0289 -0.5696 0.205
H -1.5680 -1.5742 -0.6260 0.217
H 0.4080 -2.6976 0.7550 0.486
```

Calculated values
Strongest force on any atom ... 0.39 eV/Å
Charge ... 0
Gap between HOMO and LUMO ... 9.59 eV
Spin multiplicity ... 1
Relative energy (zero: lowest compared OMol25 entry of this formula, charge and spin) ... 143.2 kJ/mol
SMILES ... [H]/N=C1/NCC=C1O
Highest occupied orbital energy ... -0.32856 Ha

[4]
The following is a DFT calculation (ωB97M-V with the def2-TZVPD basis set) of a single C5H8N2 molecule.

XYZ file:
```
15
Properties=species:S:1:pos:R:3:nbo_charge:R:1
C -1.9864 1.0978 1.1086 -0.257
N -0.9648 0.6350 0.4289 -0.039
C -1.2467 -0.3488 -0.6391 -0.257
C 0.0978 -0.9653 -0.8142 -0.368
C 0.9518 -0.1534 -0.1524 0.171
C 2.4412 -0.2919 -0.0203 -0.642
N 0.3264 0.8812 0.5604 -0.350
H -1.9323 2.0286 1.6445 0.204
H -2.7658 0.3752 1.3058 0.192
H -2.1473 -0.8805 -0.3198 0.221
H -1.5416 0.2370 -1.5219 0.223
H 0.3359 -1.7989 -1.4599 0.227
H 2.7500 -1.3185 -0.2481 0.221
H 2.7547 -0.0522 1.0024 0.230
H 2.9694 0.3870 -0.6997 0.226
```

Calculated values
Strongest force on any atom ... 0.82 eV/Å
Charge ... 0
Gap between HOMO and LUMO (spin up / spin down) ... 7.67 / 7.67 eV
Spin multiplicity ... 1
Relative energy (zero: lowest compared OMol25 entry of this formula, charge and spin) ... 293.5 kJ/mol
Highest occupied orbital energy (spin up / spin down) ... -0.26363 / -0.26362 Ha

[5]
The following is a DFT calculation (ωB97M-V with the def2-TZVPD basis set) of a single C9H8O4S2 molecule.

XYZ file:
```
23
Properties=species:S:1:pos:R:3:nbo_charge:R:1
C -0.2294 2.7010 -2.1509 -0.223
C -1.3635 1.8686 -2.0193 -0.194
C 0.8566 2.2582 -1.3888 -0.174
C -1.4511 0.7382 -1.3068 -0.225
C 0.7942 1.0784 -0.6015 -0.228
C -0.3339 0.3013 -0.5241 -0.062
C -1.2046 -3.2543 0.3804 -0.266
C -1.0452 -2.1218 -0.3104 -0.298
C -0.4736 -0.9638 0.3197 -0.238
O 2.5409 -0.7862 1.9481 -0.923
O 0.3523 -2.0220 2.5538 -0.906
O 0.6659 0.4458 2.3094 -0.906
O 2.3480 0.0652 4.3166 -0.831
S 0.6856 -0.9544 1.6722 1.984
S 2.4985 0.4077 2.9318 1.720
H 0.0011 3.5452 -2.7593 0.228
H -2.3522 2.1361 -2.4579 0.214
H 1.7145 2.9674 -1.3972 0.214
H -2.3968 0.2979 -1.1296 0.220
H 1.7880 0.8629 -0.1100 0.220
H -1.4809 -4.2647 -0.1662 0.210
H -0.7152 -3.2976 1.3144 0.231
H -1.1992 -2.0093 -1.4245 0.234
```

Calculated values
Strongest force on any atom ... 4.04 eV/Å
Charge ... 0
Gap between HOMO and LUMO (spin up / spin down) ... 6.78 / 6.78 eV
Spin multiplicity ... 1
Relative energy (zero: lowest compared OMol25 entry of this formula, charge and spin) ... 171.8 kJ/mol
Highest occupied orbital energy (spin up / spin down) ... -0.31090 / -0.31085 Ha

[6]
The following is a DFT calculation (ωB97M-V with the def2-TZVPD basis set) of 2 unconnected molecules or ions with the total composition H2N2O2.

XYZ file:
```
6
Properties=species:S:1:pos:R:3:nbo_charge:R:1
N 3.6203 -2.8799 0.9586 -1.504
N -3.7296 2.6400 -0.7952 0.221
O -2.8521 3.0282 -1.6284 -0.525
O -3.5397 3.1559 0.5382 -0.696
H 3.8233 -2.6758 0.0536 0.251
H 2.6779 -3.2683 0.8732 0.253
```

Calculated values
Strongest force on any atom ... 5.54 eV/Å
Charge ... -2
Gap between HOMO and LUMO ... 6.15 eV
Spin multiplicity ... 1
Relative energy (zero: lowest compared OMol25 entry of this formula, charge and spin) ... 60.8 kJ/mol
Highest occupied orbital energy ... 0.03991 Ha

[7]
The following is a DFT calculation (ωB97M-V with the def2-TZVPD basis set) of a molecular structure, C30H80F6O14PSSn.

XYZ file:
```
133
Properties=species:S:1:pos:R:3:mulliken_charge:R:1
Sn 15.1938 14.6292 13.4129 0.327
P 11.7568 12.7521 12.4038 1.550
F 12.3017 14.1100 11.6707 -0.115
F 10.2235 13.1098 11.9766 -0.384
F 11.9255 11.8537 11.1123 -0.402
F 11.1907 11.4809 13.2713 -0.555
F 13.2677 12.3704 12.8457 -0.598
F 11.5602 13.7079 13.7532 -0.475
S 16.7025 12.7265 10.8761 -0.028
O 16.9264 12.1051 9.6052 -0.737
O 17.4822 14.0204 11.0667 -0.772
O 15.2390 13.1409 11.0237 -0.471
O 17.0133 11.7975 12.0084 -0.850
C 18.5694 17.7845 15.4202 -1.510
C 17.5785 16.7003 15.8237 2.360
C 17.3633 16.6329 17.3122 -1.469
O 16.3105 16.8861 15.1865 -0.273
H 18.4676 17.9593 14.3450 0.074
H 19.5784 17.4892 15.7061 0.438
H 18.3203 18.7307 15.9086 0.469
H 17.8810 15.7355 15.4222 -1.237
H 16.8241 17.5216 17.6734 0.395
H 18.2804 16.4949 17.8870 0.462
H 16.6894 15.8187 17.5854 0.089
H 15.9519 17.7351 15.4561 0.094
C 20.5561 13.6879 13.2030 -1.282
C 19.8370 15.0247 13.4263 0.889
C 20.4351 16.0706 12.5092 -1.587
O 18.4736 14.8637 13.2180 1.127
H 20.4273 13.3937 12.1539 0.357
H 20.1612 12.8920 13.8360 0.051
H 21.6422 13.7190 13.3437 0.391
H 20.0279 15.3279 14.4645 0.248
H 20.3588 15.6889 11.4861 0.289
H 21.4912 16.2811 12.6838 0.440
H 19.9166 17.0222 12.6270 0.204
H 18.1913 14.4279 12.3710 -0.154
C 8.7342 15.4600 10.7452 -1.270
C 9.1296 16.3624 11.9229 0.480
C 8.0272 16.3776 12.9640 -1.478
O 10.3450 15.9221 12.4875 -0.123
H 9.6518 15.2909 10.1804 0.109
H 7.8872 15.9112 10.2182 0.469
H 8.3702 14.5078 11.1357 0.282
H 9.3477 17.3718 11.5632 0.423
H 7.1049 16.8770 12.6286 0.433
H 8.3064 16.9605 13.8486 0.292
H 7.7552 15.3561 13.2343 0.297
H 10.3636 14.9641 12.4566 -0.245
C 13.8797 15.3147 17.7709 -1.436
C 14.0217 13.8946 17.2790 1.843
C 13.4735 12.8126 18.2169 -1.750
O 13.4049 13.8507 15.9826 -0.033
H 14.4254 15.5197 18.6900 0.472
H 12.8316 15.5907 17.9057 0.466
H 14.2669 16.0300 17.0382 0.204
H 15.0747 13.6545 17.0865 -0.725
H 13.4416 11.8677 17.6795 0.275
H 12.4894 13.0899 18.6066 0.422
H 14.0907 12.7378 19.1216 0.426
H 12.4563 13.6808 15.9744 0.048
C 12.2186 18.8104 14.0031 -1.423
C 12.6897 17.4810 14.5548 1.766
C 11.7472 16.9589 15.6223 -0.743
O 12.8621 16.6045 13.4456 1.015
H 12.8810 19.1094 13.1956 0.259
H 12.1568 19.5950 14.7470 0.427
H 11.2369 18.6150 13.5684 0.200
H 13.6915 17.5586 14.9887 -0.818
H 11.8107 17.5805 16.5124 0.487
H 11.9961 15.9283 15.8790 -0.213
H 10.7355 16.9597 15.2227 0.116
H 12.0136 16.4263 13.0249 -0.344
C 17.7053 17.8660 10.2349 -1.591
C 16.5555 17.6715 11.1751 1.874
C 15.4385 18.7399 11.0684 -1.315
O 15.9925 16.3817 10.8759 0.112
H 18.3590 16.9910 10.2847 0.313
H 18.3022 18.7383 10.4981 0.386
H 17.3660 17.9196 9.2032 0.325
H 16.8946 17.7271 12.2205 -0.670
H 14.5398 18.4113 11.5908 0.055
H 15.1416 18.8635 10.0238 0.367
H 15.8436 19.6384 11.5447 0.424
H 16.6700 15.7095 10.7424 -0.016
C 18.1007 8.4563 11.9028 -0.977
C 16.5946 8.2662 11.7132 0.626
C 15.9555 7.5818 12.9075 -1.027
O 15.9376 9.4517 11.4415 -0.463
H 18.2247 9.2251 12.6747 -0.023
H 18.5756 8.7884 10.9790 0.305
H 18.5880 7.5182 12.1777 0.417
H 16.4037 7.5994 10.8665 0.257
H 16.2282 6.5348 13.0667 0.495
H 14.8691 7.6358 12.7964 0.209
H 16.2661 8.1156 13.8112 0.008
H 16.3645 10.2770 11.7309 0.288
C 12.5182 14.9386 7.1011 -1.693
C 13.4577 15.0766 8.2950 0.838
C 12.9747 16.1228 9.2836 0.054
O 13.5873 13.8284 8.9028 -0.484
H 11.5407 14.5703 7.4208 0.311
H 12.8780 14.2041 6.3747 0.409
H 12.3966 15.8842 6.5622 0.382
H 14.4283 15.4177 7.9092 0.160
H 12.9532 17.1227 8.8425 0.523
H 13.6617 16.0959 10.1293 -0.194
H 11.9440 15.9104 9.5894 -0.562
H 14.2445 13.7544 9.6013 0.186
C 14.1263 9.9472 15.1068 0.275
C 12.9109 9.0384 14.9566 0.279
C 11.8065 9.2316 15.9851 -1.525
O 12.3531 9.2192 13.6817 -0.566
H 14.6105 9.7953 16.0750 0.567
H 13.8137 10.9951 15.0716 -0.387
H 14.7470 9.7860 14.2176 -0.361
H 13.2214 7.9906 14.9713 0.474
H 11.4402 10.2570 15.8954 0.170
H 12.1078 9.0133 17.0126 0.410
H 10.9862 8.5509 15.7551 0.359
H 12.0487 10.1272 13.5836 0.457
C 18.2485 10.5579 15.4576 -1.267
C 17.4393 11.7635 15.8997 0.796
C 18.3463 12.8664 16.4511 -1.062
O 16.6470 12.2240 14.8107 1.129
H 18.7468 10.8024 14.5147 0.149
H 17.5910 9.7030 15.2953 0.115
H 18.9990 10.2630 16.1958 0.463
H 16.7495 11.4811 16.6983 0.175
H 18.9659 12.4597 17.2441 0.494
H 17.7433 13.6543 16.9096 0.024
H 18.9208 13.2482 15.6049 -0.005
H 16.8658 11.8989 13.9270 -0.432
```

Calculated values
Strongest force on any atom ... 2.25 eV/Å
Charge ... -1
Gap between HOMO and LUMO ... 7.39 eV
Spin multiplicity ... 1
Highest occupied orbital energy ... -0.22962 Ha

[8]
The following is a DFT calculation (ωB97M-V with the def2-TZVPD basis set) of a molecular structure, C20H20KN8S.

XYZ file:
```
50
Properties=species:S:1:pos:R:3:nbo_charge:R:1
K -0.4807 1.0013 -2.6299 0.953
C 2.8373 -3.9315 -2.7285 -0.406
N 1.3929 -4.0187 -2.7112 -0.349
C 0.6535 -5.1817 -2.6730 -0.032
C -0.6398 -4.8422 -2.6691 -0.085
N -0.7144 -3.4453 -2.7052 -0.379
C 0.5729 -2.9346 -2.7283 0.280
S 1.1684 -1.3799 -2.7889 -0.340
C -1.9337 -2.7368 -2.6889 0.390
C -3.1467 -3.4306 -2.6571 -0.256
C -4.3232 -2.7099 -2.6398 -0.133
C -4.2752 -1.3226 -2.6516 -0.256
C -3.0266 -0.7391 -2.6850 0.042
N -1.8825 -1.4152 -2.7070 -0.469
H 3.2482 -4.9374 -2.7486 0.219
H 3.1924 -3.4070 -1.8429 0.228
H 3.1670 -3.3810 -3.6074 0.235
H 1.1106 -6.1551 -2.6574 0.242
H -1.4986 -5.4834 -2.6528 0.236
H -3.1883 -4.5079 -2.6482 0.227
H -5.2731 -3.2264 -2.6192 0.237
H -5.1738 -0.7230 -2.6383 0.238
H -2.9322 0.3435 -2.6929 0.161
C 1.9659 1.0077 0.2289 -0.669
C 0.5608 0.8037 0.6746 0.392
N -0.4912 0.6906 -0.1084 -0.563
C -1.5746 0.5047 0.7230 -0.097
C -1.1686 0.5131 2.0187 -0.086
N 0.1951 0.7009 1.9816 -0.353
C 1.0615 0.8591 3.1320 -0.036
N 1.6976 2.1434 3.1456 -0.235
N 3.0532 2.2232 3.0825 -0.015
N 3.4038 3.4431 3.1081 -0.193
C 2.2778 4.2342 3.1980 0.019
C 2.1294 5.6206 3.2553 -0.161
C 0.8469 6.1136 3.3348 -0.227
C -0.2712 5.2607 3.3539 -0.178
C -0.1455 3.8892 3.2997 -0.270
C 1.1557 3.3940 3.2317 0.154
H 2.0669 0.6901 -0.8065 0.237
H 2.6583 0.4237 0.8349 0.244
H 2.2649 2.0546 0.3161 0.243
H -2.5691 0.3655 0.3315 0.211
H -1.7071 0.3979 2.9441 0.229
H 1.8675 0.1268 3.1216 0.241
H 0.4559 0.7184 4.0261 0.221
H 2.9971 6.2661 3.2419 0.237
H 0.6854 7.1818 3.3865 0.227
H -1.2595 5.6983 3.4085 0.224
H -1.0109 3.2393 3.3065 0.222
```

Calculated values
Strongest force on any atom ... 0.59 eV/Å
Charge ... +1
Gap between HOMO and LUMO ... 8.14 eV
Spin multiplicity ... 1
Relative energy (zero: lowest compared OMol25 entry of this formula, charge and spin) ... 8.9 kJ/mol
Highest occupied orbital energy ... -0.39033 Ha